Record 1
C26H57ClN4O8P | ωB97M-V/def2-TZVPD

Total charge   +1
HOMO energy   -11.67 eV
Frontier orbital gap   7.37 eV

Geometry as XYZ:
```
97
Properties=species:S:1:pos:R:3:forces:R:3
C 0.808976 4.521614 0.965832 -0.3 -0.1 0.1
C -0.365685 4.114765 0.024309 1.5 0.1 1.1
P 0.065996 2.935602 -1.325049 -1.3 0.2 -1.4
C 1.565538 3.560926 -2.225230 0.4 -0.8 1.2
C 2.095628 2.450869 -3.146074 -0.4 0.1 0.0
C 0.646001 1.337832 -0.552591 -0.7 1.2 -0.2
N 1.735618 1.325821 0.185328 0.7 0.5 0.3
N 2.320466 0.294922 0.782492 -0.8 0.3 -0.9
C 1.666227 -0.820336 0.556584 0.6 -1.6 0.6
C 2.292139 -2.029150 1.157256 -0.9 0.4 0.6
C 1.684303 -2.699806 2.210679 0.1 0.5 -0.6
C 2.394049 -3.760179 2.687326 -0.9 -1.3 1.8
C 3.604114 -4.159704 2.180794 0.4 0.0 -0.4
N 4.170158 -3.529446 1.157858 0.2 -0.3 0.3
C 3.499765 -2.488958 0.709305 1.0 0.9 -1.4
C 0.461698 -0.973932 -0.182641 -0.2 0.4 0.3
C -0.158978 -2.330677 -0.328523 -0.2 0.1 -0.8
C 0.624617 -3.204287 -1.354069 -1.3 -0.4 0.4
C 0.239241 -4.692933 -1.188610 0.6 0.1 -0.3
Cl -0.787831 -5.272485 -2.549519 0.0 0.1 0.3
C -0.090245 0.162320 -0.768193 0.7 -0.7 0.4
C -1.342639 0.104620 -1.574066 0.1 0.6 -0.5
C -2.546492 0.611889 -0.784157 -0.6 -0.2 0.0
O -2.631874 -0.071177 0.486884 0.3 0.5 -0.1
C -3.908162 0.466772 -1.541119 0.5 -0.3 -0.4
N -3.878235 -0.268739 -2.796895 -0.2 0.2 0.3
H 1.796863 4.335393 0.537616 0.0 0.2 -0.1
H 0.771676 3.996253 1.922498 0.0 -0.1 -0.1
H 0.742866 5.583798 1.199559 0.2 0.0 0.0
H -0.754289 5.031895 -0.419040 -0.1 -0.3 -0.5
H -1.161172 3.723770 0.661741 -0.2 -0.2 -0.4
H 1.267439 4.442833 -2.790182 0.0 0.0 0.1
H 2.341385 3.824326 -1.497716 0.1 0.3 -0.3
H 2.388228 1.548989 -2.600791 0.0 0.1 0.1
H 1.301129 2.159774 -3.838473 0.2 0.0 -0.2
H 2.979749 2.793663 -3.680839 -0.1 0.0 -0.1
H 2.208248 2.214806 0.329793 0.1 -0.1 0.1
H 0.733535 -2.398100 2.631823 0.0 -0.1 0.2
H 1.970393 -4.328374 3.509288 0.0 0.0 0.0
H 4.131148 -5.003142 2.608862 0.0 0.0 -0.1
H 3.959845 -1.934519 -0.113329 0.1 -0.2 0.1
H -0.330995 -2.841191 0.615561 0.4 0.1 0.2
H -1.155432 -2.174387 -0.740458 0.0 -0.2 0.2
H 1.699917 -3.060082 -1.285576 0.0 0.0 -0.1
H 0.233285 -2.933989 -2.335149 0.6 0.3 -0.1
H -0.298494 -4.894391 -0.266086 0.0 0.0 0.0
H 1.143205 -5.296010 -1.227293 -0.1 -0.2 0.1
H -1.223467 0.768319 -2.435930 0.0 0.0 0.0
H -1.471126 -0.894359 -1.981438 -0.2 0.1 0.1
H -2.393167 1.678402 -0.585076 0.1 -0.1 0.0
H -2.265807 0.556403 1.121101 -0.1 -0.1 0.1
H -4.621774 -0.032454 -0.884378 0.1 0.1 0.2
H -4.298194 1.462599 -1.745468 -0.1 -0.1 0.0
H -3.537757 -1.213095 -2.691591 0.0 0.0 -0.2
H -3.392906 0.225481 -3.531807 0.0 -0.2 -0.1
C 0.925171 -2.731748 6.253525 -0.3 0.0 0.0
O 0.016613 -2.825769 5.156748 0.2 0.0 0.0
H 1.909295 -3.037684 5.905987 0.0 0.0 0.0
H 0.979301 -1.703458 6.618232 0.1 0.0 0.1
H 0.612553 -3.391044 7.065880 0.1 0.0 0.1
H -0.848645 -2.552484 5.473899 0.0 0.0 -0.2
C 6.051348 0.798055 1.670883 -0.3 -0.1 -0.1
O 5.483400 1.306437 0.462374 0.1 0.1 -0.1
H 7.033791 1.241635 1.801220 0.0 0.0 -0.1
H 5.419326 1.066909 2.520852 0.1 0.0 0.1
H 6.153069 -0.288288 1.616742 0.1 0.0 0.1
H 4.616808 0.904041 0.365878 0.0 -0.1 0.1
C 6.392212 4.232713 2.118650 0.1 0.2 0.3
O 5.799011 4.484967 3.390390 -0.1 -0.1 -0.1
H 5.710526 3.613217 1.541558 0.0 0.0 0.0
H 6.562981 5.171399 1.585250 0.1 -0.1 -0.1
H 7.338991 3.701878 2.244425 0.0 0.0 -0.2
H 6.408847 5.030945 3.893760 0.0 0.0 0.1
C -0.662187 3.844891 -5.829169 0.2 -0.3 -0.2
O -0.607999 2.419904 -5.884033 0.0 0.1 0.2
H -1.233465 4.126977 -4.947392 0.0 -0.1 0.0
H 0.348647 4.255621 -5.751783 -0.1 0.2 0.0
H -1.155115 4.243544 -6.717630 0.0 0.1 0.1
H -0.102886 2.178226 -6.665550 -0.1 -0.1 0.0
C -3.585345 -1.505824 3.632348 0.1 0.2 -0.2
O -2.274395 -1.211397 3.154791 0.2 0.1 0.1
H -3.493399 -1.955014 4.617963 0.0 0.0 0.0
H -4.178109 -0.591505 3.711415 -0.1 -0.1 0.1
H -4.084384 -2.206929 2.967517 -0.2 -0.1 0.0
H -2.360730 -0.814282 2.281029 -0.2 -0.5 0.1
C -4.432999 -4.061440 -0.348242 0.2 -0.2 -0.3
O -4.241128 -5.450650 -0.554340 -0.1 0.1 0.2
H -5.169213 -3.941833 0.439235 -0.1 0.0 0.1
H -3.497448 -3.580432 -0.039365 -0.1 0.1 0.0
H -4.807372 -3.584148 -1.259600 0.0 0.1 0.1
H -3.594386 -5.550332 -1.254339 0.1 -0.2 -0.2
C -7.424464 0.544508 -2.496813 -0.1 0.3 0.0
O -6.889335 1.706434 -1.862579 0.1 -0.1 0.0
H -6.875230 -0.321190 -2.136393 0.1 0.0 0.0
H -8.481750 0.427845 -2.248100 0.0 -0.1 0.0
H -7.308633 0.612759 -3.580450 0.0 -0.1 0.0
H -7.381976 2.463838 -2.189862 0.0 0.0 0.1
```
Positions in Å, forces in eV/Å.

***

Record 2
C26H57N7O12 | ωB97M-V/def2-TZVPD

Total charge   -2
HOMO energy   -0.38 eV
Frontier orbital gap   4.38 eV

Geometry as XYZ:
```
102
Properties=species:S:1:pos:R:3:forces:R:3
O 19.175827 -5.714122 3.605521 2.3 -0.1 -0.2
C 20.332979 -6.378230 4.084290 -3.4 0.5 -1.0
C 20.590711 -6.345975 5.585088 -1.1 -0.7 1.9
O 19.610906 -6.810407 6.496975 0.9 0.2 -0.6
H 21.220746 -6.113066 3.493064 1.1 0.6 0.2
H 20.231177 -7.436305 3.804587 0.0 -1.0 0.2
H 20.883040 -5.340619 5.910121 0.3 0.7 -0.3
H 21.458351 -7.003453 5.739431 1.2 -0.2 -0.2
C 22.662510 -6.624179 0.832670 -0.5 0.1 0.7
C 23.966799 -7.048482 1.454031 0.0 1.4 1.6
O 24.674659 -7.497210 0.324511 2.2 0.6 0.8
C 23.816478 -8.035106 -0.484831 -1.0 -2.3 -2.5
O 24.135505 -8.850615 -1.349914 -1.2 1.9 1.5
O 22.558214 -7.604212 -0.182261 0.2 -1.4 -1.4
H 22.649173 -5.660983 0.320620 0.5 0.3 0.3
H 21.815566 -6.627154 1.518599 0.0 -0.4 -0.1
H 24.000538 -7.846184 2.197606 -0.9 -0.3 -0.2
H 24.428898 -6.236369 2.016310 0.5 0.3 -0.7
C 18.186709 -3.231163 10.007529 0.8 1.1 -0.6
C 18.463435 -4.092266 8.788989 -1.1 -1.8 0.0
O 17.760882 -4.072949 7.809336 -0.6 1.5 -0.7
N 19.397716 -5.072594 8.857097 0.5 0.7 2.1
C 20.276344 -5.432308 9.963588 0.6 -0.1 -1.4
H 17.432067 -3.627770 10.685293 0.5 -0.4 0.2
H 17.793901 -2.263249 9.693995 -0.2 -0.2 -0.4
H 19.172812 -2.961640 10.389498 -0.2 -0.3 1.0
H 19.603886 -5.592029 8.007004 -0.6 -0.8 -1.2
H 21.242579 -5.328489 9.464336 0.7 0.0 0.8
H 20.208156 -6.491788 10.216105 -0.3 -0.1 0.0
H 20.254912 -4.875353 10.899315 -0.3 0.4 -0.3
C 16.851892 -7.972509 10.641443 -0.4 0.3 -0.4
C 17.107880 -7.665786 9.184690 -0.4 1.7 -1.5
O 16.501039 -6.822941 8.501340 0.4 -1.5 1.8
N 18.162258 -8.335803 8.683439 0.9 -1.2 -0.7
C 19.162030 -9.156797 9.363936 -0.9 0.6 0.3
H 17.841736 -7.905676 11.092405 -0.3 -0.2 0.6
H 16.413403 -8.967450 10.724128 0.3 -0.1 0.2
H 16.145273 -7.254713 11.055716 0.2 0.1 0.0
H 18.455293 -8.127071 7.734217 -0.2 0.8 -0.5
H 19.930570 -9.425238 8.640678 0.1 0.4 0.1
H 18.800150 -10.094993 9.789920 -0.4 -0.1 -0.1
H 19.531711 -8.574448 10.209468 0.7 -0.2 0.0
C 21.385753 -2.686595 2.495109 0.5 -0.5 0.4
C 21.155885 -3.424590 1.175200 -1.8 2.9 -0.4
O 21.562922 -2.901120 0.148362 1.5 0.2 -1.3
N 20.211966 -4.331966 1.140563 -0.9 -1.5 0.5
C 19.614897 -5.008439 0.006435 0.6 -1.1 0.1
H 20.530088 -2.516700 3.148271 -0.3 -0.8 -0.2
H 21.733281 -1.672048 2.303717 0.5 -0.3 -0.4
H 22.123083 -3.291587 3.025454 0.1 0.4 0.5
H 19.988205 -4.797225 2.015600 -1.0 -0.3 1.3
H 19.873929 -6.059992 0.149479 0.2 -0.3 -0.4
H 19.956475 -4.705602 -0.982048 0.1 0.4 0.3
H 18.526957 -5.073950 0.036565 -0.1 0.8 0.2
C 17.662335 -8.454391 2.490001 -0.8 -0.4 0.3
C 16.181458 -8.126866 2.625426 1.7 4.0 1.5
O 15.862041 -7.031382 3.109211 -0.3 -1.6 -0.7
N 15.261860 -8.971914 2.191126 -1.5 -2.5 -1.4
C 13.842156 -8.795319 2.359058 -0.4 0.1 0.6
H 17.773727 -9.491378 2.168259 0.4 0.0 -0.3
H 18.141228 -8.324236 3.461083 -0.2 0.1 0.1
H 18.135800 -7.696101 1.866991 0.0 -0.2 -0.2
H 15.509505 -9.796981 1.667245 0.4 0.2 0.2
H 13.635201 -8.675083 3.422994 -0.1 0.3 0.0
H 13.290857 -9.682542 2.045840 0.3 -0.2 -0.1
H 13.400852 -7.962120 1.811275 0.3 0.3 0.1
C 15.246868 -10.505864 5.919696 0.7 -0.6 0.5
C 16.669991 -9.908750 5.882488 -0.5 2.7 -1.9
O 16.817767 -8.690379 6.055303 -0.2 -2.7 0.3
N 17.682132 -10.729426 5.465756 -0.2 -0.2 -1.2
C 19.097958 -10.341922 5.462674 -0.4 -0.5 1.2
H 14.499336 -9.810085 5.543641 0.3 0.2 0.4
H 15.127524 -10.764581 6.973104 -0.6 0.4 0.1
H 15.078659 -11.459523 5.416067 0.5 -0.1 -0.3
H 17.485013 -11.616996 5.030039 -0.4 0.1 0.3
H 19.211290 -9.258645 5.532068 0.0 0.1 0.7
H 19.764646 -10.658878 4.660076 -0.8 -0.3 -0.6
H 19.350223 -10.963239 6.324344 1.5 0.9 0.4
C 23.615839 -9.534614 6.604203 -0.4 0.0 1.4
C 23.532092 -9.398807 8.150938 2.0 -0.6 -0.3
O 24.112739 -10.256898 8.822121 -0.7 0.0 0.1
N 23.188904 -8.220320 8.678128 0.3 1.1 -0.3
C 23.806576 -7.730159 9.933655 -2.0 -0.9 0.2
H 23.664656 -8.561650 6.117283 -0.1 -0.1 -0.1
H 22.813063 -10.145763 6.194199 0.1 0.0 0.0
H 24.569904 -10.060268 6.608887 -0.1 0.0 -0.8
H 22.779107 -7.588185 8.004746 -0.1 0.4 0.3
H 24.772578 -8.187564 10.141570 0.1 0.2 -0.4
H 23.122376 -8.078336 10.709537 0.3 0.0 0.4
H 23.769691 -6.646557 10.035532 0.3 0.0 -0.6
C 20.571746 -2.211017 6.552110 0.6 1.0 -0.5
C 21.669959 -1.189416 6.152936 -1.6 -0.9 0.9
O 21.386732 -0.112730 5.673709 0.5 0.5 -0.4
N 22.897774 -1.536206 6.606316 0.5 -1.9 -0.9
C 24.086093 -0.770500 6.468115 -0.1 1.5 0.3
H 20.928229 -2.915376 7.302430 -0.1 -0.1 -0.2
H 20.150251 -2.712569 5.681110 0.1 -0.2 0.1
H 19.790515 -1.575193 6.968274 -0.1 -0.2 0.1
H 23.093284 -2.524565 6.666942 -0.6 0.0 0.2
H 24.132536 -0.327787 7.464709 1.2 0.6 -0.2
H 23.962069 0.011776 5.718701 -0.1 0.1 0.1
H 24.979766 -1.326321 6.187383 -0.2 -0.3 0.3
```
Positions in Å, forces in eV/Å.

***

Asked for DFT total energy across the records above, the calculation gives -2646.9768, -2310.9710 Eh in order.
Asked for LUMO energy across the records above, the calculation gives -0.15829, 0.14712 Eh in order.
Asked for max |F| across the records above, the calculation gives 2.4, 4.6 eV/A in order.